[1]
The following is a quantum chemistry calculation of a cluster of 2 separate species, C9H11F2N2O in total in a non-equilibrium geometry, from OMol25.

XYZ file:
```
25
Properties=species:S:1:pos:R:3:forces:R:3:lowdin_charge:R:1
F -1.0696 0.9275 -1.9018 0.2 0.5 -0.8 0.01
F 2.2604 -0.6573 0.8826 0.3 0.1 0.0 0.06
O -0.3462 -1.9966 1.0812 -2.0 3.0 0.9 0.00
N -1.8814 -0.2039 0.5303 0.1 0.9 -1.9 0.12
N -1.3026 -2.0095 -1.0079 -1.1 0.6 -1.0 0.13
C -0.4724 -1.0554 2.2736 0.5 -1.1 0.5 -0.04
C -1.7322 -0.1878 2.0014 -1.2 -1.0 0.6 -0.08
C 1.9032 0.1639 -0.1223 -0.7 0.6 -0.6 -0.26
C 2.7814 1.1791 -0.5394 0.6 -1.7 2.8 -0.01
C 0.2729 0.9798 -1.5997 1.0 0.0 0.7 -0.24
C 1.1888 1.9432 -2.1143 -1.9 0.2 -1.5 -0.01
C 0.6174 0.0291 -0.6417 -1.4 -0.7 1.1 0.09
C -0.8440 -1.2403 0.0490 4.6 1.8 -2.7 -0.41
C 2.4552 2.0399 -1.5598 -0.6 -1.3 -0.1 -0.07
H -0.6053 -1.6974 3.2205 0.4 1.0 -1.7 0.16
H -2.7035 -0.5632 2.4011 1.0 -0.2 0.0 0.15
H 0.4735 -0.4339 2.3035 -1.2 -0.8 0.1 0.13
H -2.6595 -0.7209 0.1055 -0.9 0.4 0.9 0.17
H 0.9249 2.6022 -3.0111 0.1 -1.1 1.5 0.15
H -1.9236 0.7973 0.0565 0.9 -2.6 0.9 0.23
H -1.6605 0.8165 2.3727 0.4 0.5 0.0 0.13
H -1.5911 -1.5586 -1.9550 1.2 -1.2 2.5 0.17
H -0.9464 -2.9702 -0.9805 -0.3 0.7 -0.4 0.13
H 3.6495 1.1970 0.1795 -0.4 0.4 -1.5 0.15
H 3.2110 2.6197 -2.0239 0.4 0.9 -0.1 0.11
```
Positions in Å, forces in eV/Å.

E, a.u.: -733.6793
Multiplicity: 1
Charge: +1
Relative energy (zero: lowest compared OMol25 entry of this formula, charge and spin), kJ/mol: 215.4
Frontier orbital gap, eV: 9.328
Lowest unoccupied orbital energy, eV: -3.15

[2]
The following is a quantum chemistry calculation of a cluster of 2 separate species, C9H11F2OP in total in a non-equilibrium geometry, from OMol25.

XYZ file:
```
24
Properties=species:S:1:pos:R:3:forces:R:3:lowdin_charge:R:1
P 0.6095 -0.7555 2.3284 -0.3 -0.8 0.7 0.57
F -0.3235 1.6993 1.4477 0.8 -1.0 0.1 0.02
F 1.7691 1.6344 2.0239 0.1 -0.3 -0.1 0.08
O 1.9166 -1.4327 2.2186 0.1 0.0 0.3 -0.33
C 0.0261 -0.4611 4.0197 -0.9 -3.2 -0.7 -0.14
C -0.6503 -1.6034 1.3952 3.4 0.4 -1.3 -0.15
C -0.1176 0.0707 -1.4512 1.0 -0.5 0.5 0.01
C 1.0795 -0.0737 -2.1595 -2.9 0.4 0.4 -0.09
C 1.0346 0.4403 -3.4381 0.4 -0.6 0.8 -0.10
C -1.3414 0.9640 -3.2224 1.1 -1.4 1.1 -0.10
C 0.7750 0.8798 1.5842 -1.3 1.7 -0.4 -0.34
C -0.1797 0.8558 -3.9565 0.6 3.2 -1.7 -0.12
C -1.3110 0.5606 -1.8583 -1.4 1.5 -0.5 -0.10
H 0.4540 -1.2168 4.6774 0.6 0.3 0.0 0.07
H 1.9075 -0.5704 -1.7649 1.3 -0.4 0.7 0.09
H -1.0301 -0.5933 4.2121 -0.6 -0.1 -0.7 0.06
H -2.1773 0.8988 -1.2146 1.1 -1.0 -0.5 0.12
H -1.4247 -1.0510 1.0212 -2.4 1.5 -0.4 0.01
H 0.0205 -1.6536 0.4828 -0.9 -0.9 0.6 0.06
H -0.9192 -2.5395 1.8021 -0.1 -1.0 0.3 0.05
H -2.1817 1.3300 -3.7511 -1.0 0.5 0.1 0.09
H 0.2041 0.4972 4.2658 1.2 3.2 1.3 0.00
H 2.0215 0.5057 -3.8510 0.0 0.2 -1.2 0.10
H -0.1615 1.6147 -4.8113 0.0 -1.9 0.5 0.13
```
Positions in Å, forces in eV/Å.

E, a.u.: -965.6997
Multiplicity: 1
Relative energy (zero: lowest compared OMol25 entry of this formula, charge and spin), kJ/mol: 688.4
Frontier orbital gap (spin up / spin down), eV: 8.645 / 8.745
Lowest unoccupied orbital energy (spin up / spin down), eV: -0.34 / -0.30

[3]
The following is a quantum chemistry calculation of the ion C9H11F3NOS with charge +1 in a non-equilibrium geometry, from OMol25.

XYZ file:
```
26
Properties=species:S:1:pos:R:3:forces:R:3:lowdin_charge:R:1
S 1.0175 -0.1050 -0.6096 -1.7 0.1 2.2 1.01
F 3.5672 -0.4453 0.1402 -1.2 0.0 -0.2 0.15
F 2.2102 -1.1101 1.6891 -0.4 -0.2 -1.5 0.14
F 2.5419 -2.3127 -0.1602 -0.8 0.6 0.5 0.19
O 1.3251 -0.2678 -1.9601 1.2 0.0 -2.4 -0.22
N 0.9916 1.4309 -0.1491 1.2 0.1 -1.6 -0.33
C 0.3006 2.0503 0.9525 1.7 -1.3 1.0 -0.03
C -1.5124 -0.8729 -1.3363 -0.4 1.0 -1.7 -0.04
C 2.4087 -1.1006 0.3490 1.3 0.3 0.7 -0.58
C 1.8941 2.3909 -0.8498 0.8 1.4 5.9 -0.01
C -2.8412 -1.2819 -1.1841 2.1 0.3 2.6 -0.01
C -3.1437 -1.7439 0.0937 0.2 -0.2 1.1 -0.05
C -2.2429 -1.7341 1.1902 0.5 -0.6 -2.7 -0.01
C -0.8633 -1.3311 0.9643 -4.5 -0.4 1.1 -0.04
C -0.6138 -0.7868 -0.2853 1.4 -0.9 1.3 -0.29
H -0.2140 1.2768 1.4226 -1.3 -0.8 1.2 0.07
H 1.3100 3.2814 -0.8783 -0.4 0.6 -0.9 0.09
H -3.6232 -1.0433 -1.8358 -0.6 -0.3 -1.5 0.11
H 0.9959 2.4954 1.6449 0.7 -0.3 0.4 0.11
H -2.7305 -2.2496 2.0200 1.2 0.5 0.5 0.12
H -0.3235 -1.4301 1.8685 1.5 0.4 0.2 0.10
H 2.3299 2.0504 -1.6744 1.2 -1.4 -3.7 0.04
H -4.1047 -2.1996 0.3219 -0.1 0.4 -0.3 0.12
H 2.7845 2.7044 -0.1290 -1.7 -0.9 -1.2 0.15
H -0.2729 2.8715 0.7179 -1.8 1.4 -1.4 0.08
H -1.1910 -0.5372 -2.3226 0.0 0.1 0.2 0.13
```
Positions in Å, forces in eV/Å.

SMILES: C[N+](C)=[S@](=O)(c1ccccc1)C(F)(F)F
E, a.u.: -1176.9439
Multiplicity: 1
Charge: +1
Relative energy (zero: lowest compared OMol25 entry of this formula, charge and spin), kJ/mol: 163.1
Frontier orbital gap, eV: 10.055
Lowest unoccupied orbital energy, eV: -3.60